Entry 1:
{
  "formula": "C37H33F6NO2",
  "method": "wB97M-V/def2-TZVPD",
  "homo_energy_ev": -9.017,
  "fmax_ev_per_a": 3.367,
  "gap_ha": 0.3269,
  "relative_energy_kcal_mol": 0.0,
  "charge": 0,
  "elements": ["F", "F", "F", "F", "F", "F", "O", "O", "N", "C", "C", "C", "C", "C", "C", "C", "C", "C", "C", "C", "C", "C", "C", "C", "C", "C", "C", "C", "C", "C", "C", "C", "C", "C", "C", "C", "C", "C", "C", "C", "C", "C", "C", "C", "C", "C", "H", "H", "H", "H", "H", "H", "H", "H", "H", "H", "H", "H", "H", "H", "H", "H", "H", "H", "H", "H", "H", "H", "H", "H", "H", "H", "H", "H", "H", "H", "H", "H", "H"],
  "xyz": [[5.853, 5.796, -0.017], [-0.607, 1.418, 2.678], [0.690, -2.018, -5.209], [3.670, -2.608, 1.610], [-0.171, -4.154, -0.137], [-3.661, 5.600, 2.444], [-5.490, -1.188, 3.180], [-3.418, -1.347, 2.583], [-4.633, -1.457, 2.345], [-4.932, -2.207, 1.107], [4.967, -2.068, -0.386], [3.613, 2.490, 1.369], [0.430, 5.851, 1.746], [-1.922, -5.782, -0.240], [-0.904, -0.357, 1.136], [-3.028, -6.369, 0.401], [-0.419, 6.753, 1.121], [-0.324, 0.145, -1.217], [5.086, 4.391, 1.766], [2.658, -1.631, -1.829], [3.716, -2.351, 0.252], [-1.137, -0.579, -4.645], [5.047, -1.582, -1.689], [-2.317, -2.740, -3.277], [-1.581, -4.367, 1.695], [4.347, 3.293, 2.255], [-1.227, -4.760, 0.436], [-3.278, -6.045, 1.734], [-0.466, -1.812, -4.576], [3.539, 2.852, 0.010], [0.014, 1.434, -0.923], [-2.303, 5.688, 2.245], [-2.932, -1.481, -3.352], [-2.360, -0.436, -4.047], [-0.886, -0.703, -0.211], [-2.604, -5.016, 2.389], [3.854, -1.378, -2.421], [-0.116, 1.848, 0.432], [-1.467, 4.659, 2.841], [-0.514, 0.982, 1.437], [5.071, 4.732, 0.446], [4.221, 4.027, -0.469], [-1.773, 6.638, 1.398], [2.590, -2.113, -0.516], [-1.063, -2.833, -3.909], [-0.081, 4.786, 2.531], [-2.842, 0.528, -4.115], [-1.564, -6.053, -1.222], [-3.569, -7.070, -0.218], [6.027, -1.295, -2.040], [0.501, 2.139, -1.582], [3.006, 2.204, -0.671], [-5.271, -3.156, 1.522], [-4.050, -2.329, 0.478], [1.666, -2.319, 0.005], [5.913, -2.077, 0.134], [-4.084, -6.468, 2.315], [1.740, -1.378, -2.340], [-2.441, 7.356, 0.946], [-0.061, 7.533, 0.465], [-0.833, 0.241, -5.279], [-0.520, -3.765, -3.952], [3.166, 1.628, 1.843], [-1.885, 3.878, 3.459], [-0.198, -0.242, -2.218], [4.116, 4.397, -1.478], [-2.701, -3.533, -2.652], [-3.007, -4.743, 3.353], [0.159, 2.864, 0.670], [-1.184, -1.036, 1.928], [-3.827, -1.288, -2.779], [3.864, -1.103, -3.466], [-1.255, -1.687, -0.460], [-1.005, -3.575, 2.150], [4.360, 3.052, 3.308], [1.490, 5.827, 1.542], [-5.717, -1.626, 0.624], [5.636, 5.079, 2.390], [0.619, 4.017, 2.821]],
  "atomic_forces_ev_per_a": [[-1.2166, -1.3922, 0.6806], [0.1098, 0.3333, 1.1343], [0.2875, 0.1101, -0.0594], [-0.1067, -0.0753, -1.7652], [-0.0495, -0.0909, -0.2438], [1.1370, 0.3624, -0.1756], [0.2745, -0.1246, -1.6842], [-1.4359, 0.3005, -0.3557], [2.4619, -0.3492, 2.2700], [-0.9279, 0.4146, 0.1342], [-0.3304, 0.2158, 0.6940], [0.8675, 1.0887, 0.3035], [-0.3113, -1.1116, -0.0519], [0.1755, 1.0215, 0.7864], [0.5820, 1.7118, -0.5016], [1.5036, 0.3329, -0.4167], [0.1165, -0.7165, 1.0030], [-0.9850, -1.0478, 0.2807], [-0.0569, 0.1351, 0.8339], [-0.6399, -0.2512, 0.8899], [1.7134, 1.3485, -1.2724], [0.6502, -0.2700, -1.0882], [-1.3094, -0.2174, 0.5001], [0.9697, 1.8910, -0.4139], [0.0371, 0.5304, 1.3014], [0.1919, 0.4402, -1.1890], [-0.6424, -1.2292, -0.4640], [-0.7221, 0.4507, 0.0890], [-1.4150, 1.6728, -0.1444], [1.0269, 1.2286, 0.2805], [0.3086, 0.1567, 2.2153], [0.9828, -2.3657, 0.9171], [-0.3175, -0.9390, 0.9344], [-0.0395, -0.0199, 0.1750], [0.7426, 0.3253, 0.0360], [-0.1370, -0.5037, -1.3851], [1.4776, -0.2796, -0.2246], [0.2289, 0.0247, -0.4014], [0.4630, 2.5077, -1.6739], [-0.4109, -1.2475, -2.1413], [-1.1210, -0.3971, -2.2034], [0.4331, -0.6243, 1.7260], [-0.9649, 0.7113, -0.1296], [-0.2579, -0.5401, 1.4201], [-0.2356, -1.8573, 0.4988], [-1.2827, 0.5020, -0.1195], [-0.1735, -0.0207, 0.0727], [-0.2699, -0.1247, -0.1483], [-0.3247, -0.2854, 0.5189], [-0.0598, -0.1277, -0.3365], [-0.2406, -0.1478, -0.4104], [-0.1744, 0.1902, -0.1591], [-0.2344, -0.0632, -0.5404], [-0.0596, 0.2102, 0.3972], [-0.4518, 0.2351, -0.3179], [-0.1179, -0.3554, 0.4759], [-0.2023, -0.4268, -0.3530], [-0.0853, -0.2972, -0.0693], [-0.2622, -0.0285, -0.0253], [0.0442, -0.0186, -0.0016], [0.6612, -0.0424, 0.0657], [-0.0125, -0.2787, 0.2871], [-0.3831, -0.2320, -0.6266], [0.0478, -0.0428, -0.0961], [-0.1890, -0.0409, -0.0221], [0.0931, -0.2444, -0.1277], [-0.0929, -0.1329, -0.2313], [0.6048, 0.2747, 0.1901], [-0.0518, 0.0564, 0.2391], [-0.2172, 0.0762, -0.1261], [-0.2752, -0.1113, -0.1266], [0.1820, 0.3619, -0.0011], [0.2079, -0.1566, -0.2923], [-0.0182, 0.1522, 0.0883], [0.0892, 0.0552, 0.0465], [0.1286, 0.2030, -0.0126], [-0.1230, -0.4980, -0.1750], [0.1700, -0.2819, 0.4375], [-0.0348, -0.0232, 0.3813]],
  "lowdin_charge": [0.01, 0.08, 0.08, 0.03, 0.05, 0.03, 0.07, 0.02, -0.42, 0.05, -0.02, -0.09, -0.10, -0.01, 0.00, -0.07, -0.08, -0.10, -0.04, -0.09, -0.22, -0.03, -0.08, -0.05, -0.03, -0.07, -0.29, -0.10, -0.31, -0.07, -0.07, -0.24, -0.10, -0.11, -0.07, -0.07, -0.09, -0.01, 0.02, -0.28, -0.25, 0.01, -0.05, -0.02, -0.03, -0.09, 0.11, 0.11, 0.10, 0.10, 0.10, 0.08, 0.10, 0.09, 0.10, 0.10, 0.10, 0.08, 0.11, 0.10, 0.12, 0.12, 0.10, 0.10, 0.07, 0.10, 0.10, 0.11, 0.09, 0.08, 0.10, 0.10, 0.08, 0.11, 0.10, 0.09, 0.10, 0.11, 0.09]
}

---

Entry 2:
{
  "formula": "C16H22F6NO8PS",
  "method": "wB97M-V/def2-TZVPD",
  "homo_energy_ev": -9.015,
  "fmax_ev_per_a": 0.572,
  "gap_ha": 0.3500,
  "charge": 0,
  "elements": ["S", "P", "F", "F", "F", "F", "F", "F", "O", "O", "O", "O", "O", "O", "O", "O", "N", "C", "C", "C", "C", "C", "C", "C", "C", "C", "C", "C", "C", "C", "C", "C", "C", "H", "H", "H", "H", "H", "H", "H", "H", "H", "H", "H", "H", "H", "H", "H", "H", "H", "H", "H", "H", "H", "H"],
  "xyz": [[-2.410, 0.192, 0.826], [-4.554, -0.466, -0.875], [2.009, 7.261, -5.196], [0.285, 8.516, -4.833], [-0.304, -5.807, 1.711], [0.245, 7.055, -6.434], [1.127, -7.117, 0.745], [1.244, -4.975, 0.449], [2.919, -5.144, 2.520], [-1.862, 1.345, -0.182], [0.787, 5.321, -3.805], [-4.787, 0.773, -1.927], [-3.974, 0.440, 0.397], [-2.300, 0.699, 2.174], [1.482, -6.560, 3.535], [-1.163, 6.439, -4.021], [-6.158, -0.588, -0.308], [0.992, 0.225, -1.055], [-1.833, 5.492, -3.159], [-0.538, 1.840, 0.108], [0.123, 6.217, -4.233], [2.000, -0.693, 1.354], [2.285, -6.563, 4.737], [1.952, -0.775, -1.036], [1.926, -5.809, 2.542], [-1.582, 5.801, -1.701], [2.473, -1.247, 0.168], [0.683, 7.292, -5.190], [3.526, -2.323, 0.204], [1.036, 0.304, 1.339], [2.001, -5.346, 5.587], [0.520, 0.774, 0.132], [0.971, -5.925, 1.334], [2.002, -7.478, 5.251], [4.485, -1.874, 0.475], [2.383, -1.049, 2.304], [0.938, -5.282, 5.820], [-0.561, 2.388, 1.050], [2.560, -5.411, 6.521], [-4.601, 0.447, -2.817], [0.660, 0.717, 2.269], [-2.887, 5.589, -3.407], [-0.331, 2.557, -0.686], [-6.353, -1.541, -0.023], [0.596, 0.591, -1.996], [-6.814, -0.298, -1.024], [-2.156, 5.116, -1.076], [-1.882, 6.823, -1.467], [-1.509, 4.485, -3.419], [2.296, -4.431, 5.075], [2.310, -1.196, -1.968], [-0.527, 5.693, -1.452], [3.640, -2.803, -0.766], [3.291, -3.063, 0.969], [3.337, -6.629, 4.462]],
  "atomic_forces_ev_per_a": [[-0.1720, 0.0773, 0.2024], [-0.3145, 0.2608, 0.2296], [0.0236, 0.0185, -0.0258], [0.0172, 0.0352, -0.0184], [-0.0262, 0.0044, -0.0404], [-0.0042, 0.0203, -0.0397], [-0.0126, -0.0213, -0.0228], [-0.0348, 0.0159, -0.0900], [0.0573, 0.0577, -0.0007], [-0.0780, 0.0476, -0.0913], [0.0631, -0.0448, 0.0292], [-0.0654, -0.3180, -0.1587], [0.3937, -0.1490, 0.0013], [-0.0036, 0.0083, -0.1625], [-0.0204, -0.0046, -0.0748], [0.0552, 0.0370, -0.0497], [0.3962, -0.2849, -0.2977], [-0.0349, 0.0191, 0.0476], [-0.2151, -0.2085, 0.1602], [0.3145, 0.2299, 0.0554], [-0.1065, 0.0223, -0.0164], [-0.1046, 0.0962, -0.0227], [0.1441, -0.0532, 0.2623], [0.0440, -0.0225, 0.0778], [-0.0598, -0.0769, 0.0685], [0.1375, 0.0998, 0.0186], [-0.0565, -0.0954, -0.0824], [0.0047, -0.0450, 0.0631], [0.0205, 0.3580, 0.1325], [-0.0862, 0.0416, -0.0555], [-0.0878, 0.0765, -0.1101], [0.0609, -0.1284, 0.0979], [0.0487, 0.0577, 0.0758], [-0.0605, -0.0080, -0.0562], [0.0329, -0.0801, -0.0440], [0.0200, -0.0165, -0.0225], [0.0105, -0.0320, 0.0401], [-0.0625, -0.0890, 0.0552], [0.0064, -0.0164, 0.0101], [0.0807, 0.2077, 0.0168], [0.0288, -0.0213, -0.0157], [0.0239, 0.0796, -0.0492], [-0.1308, -0.0506, -0.0410], [-0.1835, 0.1045, 0.0507], [0.0407, -0.0486, -0.0303], [-0.1030, 0.0673, 0.1270], [-0.0245, -0.0079, -0.0083], [-0.0672, -0.0229, -0.0041], [0.0815, 0.0292, -0.0125], [0.0443, -0.0158, 0.0010], [-0.0072, 0.0053, -0.0044], [-0.0027, -0.0540, -0.0198], [-0.0304, -0.0964, 0.0257], [0.0197, -0.1175, -0.1124], [-0.0152, 0.0520, -0.0687]],
  "nbo_charge": [1.76, 1.42, -0.30, -0.31, -0.31, -0.31, -0.31, -0.30, -0.55, -0.72, -0.54, -0.98, -0.96, -0.93, -0.48, -0.48, -1.16, -0.18, -0.08, -0.10, 0.69, -0.17, -0.08, -0.22, 0.70, -0.64, -0.01, 0.90, -0.64, -0.20, -0.64, -0.11, 0.90, 0.20, 0.22, 0.20, 0.22, 0.20, 0.22, 0.50, 0.22, 0.20, 0.21, 0.38, 0.21, 0.39, 0.23, 0.22, 0.20, 0.22, 0.21, 0.22, 0.21, 0.24, 0.20]
}

---

Entry 3:
{
  "formula": "C34H18BiCl5F6N5O",
  "method": "wB97M-V/def2-TZVPD",
  "homo_energy_ev": [-5.823, -5.206],
  "fmax_ev_per_a": 0.759,
  "gap_ha": [0.2097, 0.1952],
  "charge": -1,
  "elements": ["Bi", "Cl", "Cl", "Cl", "Cl", "Cl", "F", "F", "F", "F", "F", "F", "O", "N", "N", "N", "N", "N", "C", "C", "C", "C", "C", "C", "C", "C", "C", "C", "C", "C", "C", "C", "C", "C", "C", "C", "C", "C", "C", "C", "C", "C", "C", "C", "C", "C", "C", "C", "C", "C", "C", "C", "H", "H", "H", "H", "H", "H", "H", "H", "H", "H", "H", "H", "H", "H", "H", "H", "H", "H"],
  "xyz": [[0.630, -1.193, -0.194], [3.608, -7.282, -0.868], [0.134, -4.181, 1.887], [2.019, -2.541, -2.894], [1.798, -6.824, 1.628], [3.706, -5.138, -3.135], [-4.584, -2.053, -2.547], [-3.089, 2.349, -2.151], [-0.694, 3.868, -0.815], [-0.983, 5.421, 3.663], [-1.803, 6.062, -1.646], [-2.118, 7.599, 2.835], [2.375, -1.241, 1.097], [-0.127, 2.555, 4.405], [-3.389, 10.111, 1.615], [-3.107, 8.741, -2.383], [0.943, 1.618, 0.335], [-1.024, -3.636, -2.181], [4.654, -1.777, 1.304], [-2.625, 8.164, 0.091], [1.250, -3.426, -0.446], [2.029, -3.681, -1.565], [-2.157, -3.166, -1.662], [0.472, 2.388, 1.055], [3.932, -0.090, -0.382], [-1.616, 0.608, -1.573], [-2.803, -5.338, -0.906], [-0.605, -1.127, 1.629], [-1.392, -0.760, -1.459], [-0.774, -4.944, -2.075], [1.178, -4.419, 0.509], [-1.774, 6.693, 1.911], [2.704, -5.821, -0.714], [-3.077, -3.989, -1.017], [1.897, -5.609, 0.402], [-0.153, 3.319, 1.933], [-0.128, 2.922, 3.312], [-0.759, 4.511, 1.475], [-2.853, 1.030, -2.027], [-1.601, 5.933, -0.329], [-1.186, 5.547, 2.344], [3.772, 0.454, 2.049], [2.760, -4.857, -1.717], [3.663, -0.653, 1.006], [-3.047, 9.218, 0.970], [-3.592, -1.190, -2.217], [-2.881, 8.443, -1.293], [-3.865, 0.156, -2.358], [-2.377, -1.696, -1.787], [-1.017, 4.787, 0.109], [-1.628, -5.834, -1.451], [-2.022, 6.975, 0.541], [3.391, 0.096, 3.008], [4.458, -2.203, 2.291], [4.811, 0.768, 2.180], [-4.826, 0.498, -2.716], [-0.978, -0.103, 1.684], [3.183, 1.324, 1.750], [3.164, 0.641, -0.658], [-3.978, -3.566, -0.591], [-1.433, -1.829, 1.529], [4.900, 0.418, -0.396], [-0.871, 1.352, -1.316], [0.166, -5.287, -2.498], [5.686, -1.414, 1.279], [3.955, -0.889, -1.127], [-1.372, -6.884, -1.388], [4.542, -2.570, 0.559], [-3.495, -5.993, -0.391], [0.022, -1.363, 2.490]],
  "atomic_forces_ev_per_a": [[0.2393, -0.3168, 0.0397], [-0.0423, 0.0614, 0.0130], [0.2574, -0.2725, -0.1932], [0.1561, -0.1269, 0.2924], [-0.0275, 0.1409, -0.1066], [-0.0550, 0.0068, 0.1108], [0.0381, 0.0505, -0.0034], [0.0050, -0.0316, 0.0093], [0.0025, 0.0724, 0.1037], [0.0007, -0.0282, -0.1459], [0.0286, 0.0056, 0.1585], [0.0297, -0.0744, -0.1100], [0.1134, 0.1180, 0.0565], [0.0610, -0.0295, -0.0792], [-0.0370, -0.0215, -0.0186], [-0.0187, -0.0059, 0.0213], [0.1723, -0.0465, 0.0315], [-0.1076, -0.1864, -0.0173], [0.1252, -0.0762, 0.0284], [-0.2328, 0.3338, -0.1299], [0.0915, 0.3782, -0.1607], [0.0077, 0.1191, -0.2706], [0.1294, 0.1113, -0.1230], [-0.5878, 0.4465, 0.1753], [0.0238, 0.1554, -0.1875], [0.0265, -0.2589, -0.0507], [-0.0327, -0.0474, 0.0387], [-0.1086, -0.0365, 0.1239], [-0.0842, 0.2859, -0.0994], [-0.1790, 0.1282, -0.0665], [-0.1208, 0.0751, 0.3780], [-0.0756, 0.1751, 0.0421], [-0.0034, -0.0587, 0.0172], [-0.0931, 0.0319, 0.1295], [-0.0428, -0.1254, 0.0674], [0.3254, -0.4504, 0.2018], [-0.0538, 0.1823, -0.3552], [-0.0301, -0.0294, 0.0477], [-0.0100, 0.1430, -0.0176], [-0.0966, 0.0790, -0.1775], [0.0508, -0.0917, 0.1846], [-0.0135, 0.1274, 0.1186], [0.0404, 0.0547, -0.0626], [-0.2079, -0.1588, 0.0053], [0.1974, -0.3061, -0.3090], [-0.2449, -0.0441, -0.1232], [0.1040, -0.0251, 0.4308], [0.0039, -0.0691, 0.0070], [0.2550, -0.1184, 0.2212], [0.1100, -0.1215, -0.0761], [0.0109, -0.0141, -0.0378], [-0.0181, 0.0231, -0.0041], [0.0429, -0.0023, -0.0375], [-0.0108, 0.0394, -0.0457], [-0.0284, 0.0054, -0.0209], [0.0405, 0.0013, 0.0175], [-0.0042, -0.0570, 0.0257], [0.0130, -0.0855, 0.0249], [0.0851, -0.0883, 0.0649], [0.0401, -0.0190, -0.0340], [0.0442, 0.0992, 0.0586], [-0.0160, -0.0273, -0.0378], [-0.0140, -0.0700, 0.0019], [-0.0883, 0.0102, -0.0247], [-0.0673, -0.0166, -0.0077], [-0.0419, -0.0091, -0.0117], [-0.0028, 0.0054, 0.0103], [0.0117, 0.0233, 0.0423], [0.0131, 0.0009, -0.0106], [-0.0992, 0.0567, -0.1439]],
  "nbo_charge": [1.72, 0.05, 0.02, 0.04, 0.04, 0.04, -0.34, -0.32, -0.30, -0.29, -0.30, -0.30, -0.82, -0.35, -0.33, -0.32, -0.46, -0.42, -0.61, -0.30, -0.38, -0.07, 0.20, 0.39, -0.64, -0.36, -0.16, -1.04, -0.14, 0.04, 0.04, 0.39, -0.09, -0.23, -0.12, -0.39, 0.30, -0.07, 0.43, 0.39, 0.30, -0.62, -0.09, 0.24, 0.28, 0.49, 0.28, -0.39, -0.25, 0.30, -0.26, -0.14, 0.22, 0.21, 0.20, 0.24, 0.23, 0.22, 0.23, 0.22, 0.22, 0.21, 0.26, 0.19, 0.20, 0.21, 0.22, 0.20, 0.22, 0.25]
}